No. 1
Computed, not measured: 2 unconnected molecules or ions with the total composition C4H4ClN3 in a non-equilibrium geometry, with wB97M-V/def2-TZVPD.

Element x y z (Å)
C1 -0.60 1.79 1.16
C2 -0.12 -2.34 -0.82
C3 0.45 1.83 0.27
C4 -0.26 -0.87 -0.78
N1 -1.47 1.66 1.91
N2 0.07 -3.45 -1.01
N3 0.83 -0.31 0.03
Cl1 0.74 -0.95 1.64
H1 0.20 1.99 -0.86
H2 1.41 1.85 0.58
H3 -0.07 -0.48 -1.79
H4 -1.18 -0.74 -0.33

Computed properties:
Net charge: 0
HOMO energy (spin up / spin down), eV: -9.74 / -10.18
Frontier orbital gap (spin up / spin down), Ha: 0.2954 / 0.3114
ΔE to the lowest compared entry with this formula, charge and spin, kcal/mol: 128.29
Largest force on an atom, eV/Å: 5.8


No. 2
Computed, not measured: a single C4H4ClNS molecule in a non-equilibrium geometry, with wB97M-V/def2-TZVPD.

Element x y z (Å)
C1 -0.65 0.28 0.28
C2 -0.68 0.61 1.58
C3 0.53 0.01 2.25
C4 0.68 -0.36 -0.06
H1 -1.52 1.09 2.13
H2 1.11 0.73 2.87
H3 0.19 -0.81 2.95
H4 2.19 -0.94 1.12
N1 1.29 -0.51 1.13
S1 1.26 -0.79 -1.54
Cl1 -1.78 0.76 -0.98

Computed properties:
Net charge: 0
HOMO energy, eV: -8.50
Frontier orbital gap, Ha: 0.3161
SMILES: S=C1NCC=C1Cl
ΔE to the lowest compared entry with this formula, charge and spin, kcal/mol: 3.20
Largest force on an atom, eV/Å: 1.3


No. 3
Computed, not measured: a single C4H4ClO2P molecule in a non-equilibrium geometry, with wB97M-V/def2-TZVPD.

Element x y z (Å)
C1 0.58 0.26 0.93
C2 -0.91 0.19 1.09
C3 1.24 0.01 -0.25
C4 1.94 0.26 -1.30
O1 -3.02 -1.36 0.04
O2 -0.79 -0.95 -1.29
P1 -1.71 -0.75 -0.23
Cl1 -1.76 1.68 0.71
H1 1.28 0.08 1.89
H2 -1.32 -0.02 2.07
H3 2.06 -0.61 -1.97
H4 2.40 1.23 -1.71

Computed properties:
Net charge: 0
HOMO energy, eV: -9.74
Frontier orbital gap, Ha: 0.3477
ΔE to the lowest compared entry with this formula, charge and spin, kcal/mol: 11.69
Largest force on an atom, eV/Å: 4.8


No. 4
Computed, not measured: a molecular structure, C4H4CrO6 in a non-equilibrium geometry, with wB97M-V/def2-TZVPD.

Element x y z (Å)
O1 0.95 -0.95 -0.22
C1 0.65 -1.97 -1.10
O2 -0.03 -2.88 -0.50
O3 0.94 -1.87 -2.28
Cr1 -0.31 -1.84 1.15
O4 0.09 1.66 1.78
C2 -0.67 0.68 1.87
C3 0.70 0.92 -0.39
O5 -0.46 -0.40 2.49
O6 -1.31 0.35 0.68
C4 -0.83 1.06 -0.48
H1 1.08 1.41 -1.30
H2 1.63 1.11 0.14
H3 -1.28 0.62 -1.38
H4 -1.16 2.10 -0.45

Computed properties:
Net charge: 0
HOMO energy (spin up / spin down), eV: -9.88 / -10.17
Frontier orbital gap (spin up / spin down), Ha: 0.3198 / 0.3358
⟨S²⟩: 6.01
2S+1: 5
Largest force on an atom, eV/Å: 6.1


No. 5
Computed, not measured: a molecular structure, C4H4CuO in a non-equilibrium geometry, with wB97M-V/def2-TZVPD.

Element x y z (Å)
H1 0.56 1.85 0.16
C1 -1.97 -0.46 0.44
C2 -1.06 0.22 -0.28
C3 0.20 0.73 0.25
C4 1.42 0.32 -0.05
O1 2.48 -0.20 0.06
Cu1 4.37 -1.51 -0.76
H2 -1.83 -0.67 1.50
H3 -2.91 -0.77 -0.01
H4 -1.27 0.48 -1.32

Computed properties:
Net charge: +1
HOMO energy, eV: -13.07
Frontier orbital gap, Ha: 0.2332
ΔE to the lowest compared entry with this formula, charge and spin, kcal/mol: 11.70
Largest force on an atom, eV/Å: 4.0


No. 6
Computed, not measured: a molecular structure, C4H4CuO5 in a non-equilibrium geometry, with wB97M-V/def2-TZVPD.

Element x y z (Å)
O1 -1.96 -1.36 1.27
C1 -1.66 -0.18 1.17
O2 -2.21 0.90 1.37
O3 -0.31 0.01 0.56
C2 0.12 -0.29 -0.85
H1 -0.83 -0.63 -1.29
C3 0.44 1.04 -1.50
H2 -0.31 1.83 -1.29
H3 1.44 1.40 -1.21
H4 0.48 0.88 -2.59
C4 1.01 -0.32 1.37
O4 1.35 -1.51 1.49
O5 1.39 0.68 1.96
Cu1 1.04 -2.44 -0.47

Computed properties:
Net charge: -1
HOMO energy, eV: -4.36
Frontier orbital gap, Ha: 0.2384
ΔE to the lowest compared entry with this formula, charge and spin, kcal/mol: 64.41
Largest force on an atom, eV/Å: 4.0